Formula: C30H69N3O12
Source: the OMol25 dataset
Level of theory: the ωB97M-V functional and the def2-TZVPD basis

Structure (ORCA input):
```
! RIJCOSX wB97M-V def2-TZVPD def2/J DEFGRID3
* xyz 0 1
C -0.812 2.736 -3.864
O -1.464 2.684 -2.639
C -2.884 2.675 -2.876
C -3.560 2.896 -1.569
O -3.523 4.268 -1.295
C -3.831 4.482 0.087
H -1.194 1.968 -4.577
H 0.224 2.535 -3.699
H -1.035 3.667 -4.406
H -3.228 1.789 -3.391
H -3.072 3.613 -3.474
H -3.079 2.310 -0.725
H -4.623 2.551 -1.528
H -3.021 4.160 0.773
H -4.753 3.979 0.304
H -3.957 5.585 0.169
C 5.237 3.035 0.431
O 4.112 2.817 1.187
C 3.448 4.027 1.557
C 1.987 3.779 1.448
O 1.742 3.557 0.043
C 0.522 2.879 -0.191
H 5.688 2.031 0.151
H 5.914 3.611 1.043
H 4.997 3.583 -0.496
H 3.678 4.815 0.782
H 3.757 4.306 2.589
H 1.342 4.636 1.924
H 1.757 2.845 1.982
H -0.297 3.146 0.455
H 0.593 1.765 -0.266
H 0.153 3.237 -1.156
C 3.774 1.120 3.883
O 2.388 1.289 3.931
C 2.206 1.607 5.294
C 0.743 1.587 5.616
O 0.058 2.665 4.920
C -1.094 2.386 4.158
H 4.173 0.228 4.449
H 4.285 1.980 4.352
H 4.205 1.115 2.839
H 2.495 2.672 5.432
H 2.743 0.977 5.993
H 0.657 1.804 6.677
H 0.294 0.594 5.353
H -0.859 1.415 3.652
H -1.254 3.193 3.406
H -1.982 2.194 4.769
C -4.308 -4.035 -6.431
O -4.956 -3.047 -5.722
C -4.095 -2.269 -4.933
C -3.773 -0.934 -5.589
O -2.849 -1.262 -6.640
C -2.803 -0.341 -7.643
H -3.334 -3.636 -6.745
H -4.912 -4.266 -7.266
H -4.119 -5.012 -5.914
H -3.155 -2.769 -4.601
H -4.693 -2.060 -4.023
H -3.366 -0.179 -4.939
H -4.687 -0.571 -6.082
H -2.549 0.667 -7.331
H -3.808 -0.246 -8.182
H -2.156 -0.685 -8.423
C -0.783 -1.031 0.570
O -0.122 -1.209 -0.682
C -0.766 -0.511 -1.693
C 0.040 -0.723 -3.013
O 1.134 0.149 -3.097
C 2.388 -0.261 -2.585
H -0.429 -0.102 1.059
H -0.545 -1.908 1.200
H -1.867 -0.832 0.457
H -0.730 0.566 -1.574
H -1.780 -0.812 -1.859
H -0.665 -0.386 -3.740
H 0.302 -1.821 -3.206
H 2.656 -1.237 -2.889
H 2.475 -0.319 -1.541
H 3.110 0.509 -2.906
C 2.855 -1.932 6.436
O 1.492 -1.644 6.744
C 0.608 -2.731 6.572
C -0.878 -2.356 6.600
O -1.250 -1.320 5.795
C -1.277 -1.756 4.391
H 3.009 -1.990 5.358
H 3.153 -2.975 6.729
H 3.494 -1.143 6.897
H 0.713 -3.394 7.439
H 0.897 -3.249 5.702
H -1.219 -2.151 7.638
H -1.384 -3.286 6.429
H -1.904 -2.714 4.375
H -0.256 -1.909 4.000
H -1.827 -1.009 3.890
C 1.060 -5.421 0.633
C 0.604 -4.695 1.779
N 0.293 -3.991 2.629
H 0.235 -5.426 -0.105
H 1.483 -6.442 0.931
H 1.928 -4.849 0.236
C 2.596 -0.672 1.206
C 3.956 -1.220 1.158
N 4.972 -1.708 0.856
H 2.053 -0.947 0.260
H 2.603 0.457 1.342
H 2.014 -1.184 2.015
C 0.301 -3.226 -6.363
C 0.125 -3.759 -5.030
N 0.042 -4.243 -4.000
H -0.261 -3.918 -6.966
H 1.401 -3.189 -6.754
H -0.136 -2.230 -6.356
*
```

The calculation puts the LUMO energy at 0.51 eV. The value obtained for the HOMO energy is -9.22 eV. For the HOMO-LUMO gap, the calculation gives 9.73 eV.

---

Formula: C2H6NO
Source: the OMol25 dataset
Level of theory: the ωB97M-V functional and the def2-TZVPD basis

Structure (ORCA input):
```
! RIJCOSX wB97M-V def2-TZVPD def2/J DEFGRID3
* xyz 1 1
N -0.144 0.852 0.680
C 0.270 0.148 -0.585
C -0.229 -1.235 -0.424
O -0.636 -1.632 0.693
H -0.959 1.525 0.614
H -0.297 0.042 1.341
H 0.590 1.444 1.097
H 1.462 0.088 -0.500
H 0.067 0.703 -1.706
H -0.123 -1.935 -1.210
*
```

The calculation puts the LUMO energy at -4.58 eV. The value obtained for the HOMO energy is -15.95 eV. For the HOMO-LUMO gap, the calculation gives 11.37 eV. The energy above the lowest of the compared OMol25 structures with the same formula, charge and spin comes out at 0.913 eV.